{"formula": "C34H88BrF6FeN9O12S2", "method": "wB97M-V/def2-TZVPD", "symbols": ["Fe", "Br", "C", "F", "F", "F", "S", "O", "O", "N", "S", "O", "O", "C", "F", "F", "F", "C", "C", "C", "O", "C", "N", "H", "H", "H", "H", "H", "H", "H", "H", "H", "H", "H", "C", "C", "C", "O", "C", "N", "H", "H", "H", "H", "H", "H", "H", "H", "H", "H", "H", "C", "C", "C", "O", "C", "N", "H", "H", "H", "H", "H", "H", "H", "H", "H", "H", "H", "C", "C", "C", "O", "C", "N", "H", "H", "H", "H", "H", "H", "H", "H", "H", "H", "H", "C", "C", "C", "O", "C", "N", "H", "H", "H", "H", "H", "H", "H", "H", "H", "H", "H", "C", "C", "C", "O", "C", "N", "H", "H", "H", "H", "H", "H", "H", "H", "H", "H", "H", "C", "C", "C", "O", "C", "N", "H", "H", "H", "H", "H", "H", "H", "H", "H", "H", "H", "C", "C", "C", "O", "C", "N", "H", "H", "H", "H", "H", "H", "H", "H", "H", "H", "H"], "xyz": [[-0.051269, 0.810293, 0.546484], [-2.053199, 0.104459, -0.921909], [2.913850, 3.833998, 1.390212], [3.671391, 2.865895, 1.808475], [3.224472, 4.899836, 2.108582], [3.158372, 4.006519, 0.063205], [1.038459, 3.520705, 1.691432], [0.959839, 2.631874, 2.840432], [0.331135, 4.801923, 2.003756], [0.427834, 2.677364, 0.210501], [0.137452, 3.934025, -0.709622], [-1.333330, 4.244777, -0.726698], [0.990623, 5.106010, -0.652889], [0.626469, 3.261556, -2.476200], [1.854004, 2.838357, -2.526651], [-0.118254, 2.214031, -2.856697], [0.344767, 4.276376, -3.354487], [6.950385, -1.461105, -0.514550], [6.867622, -0.184396, 0.473095], [5.447579, 0.318481, 0.816064], [4.595119, 0.624218, -0.237142], [5.007622, 1.607788, -1.215937], [7.516961, -0.607758, 1.711597], [7.938934, -1.917953, -0.467903], [6.810281, -1.189617, -1.560868], [6.190832, -2.198318, -0.254384], [7.353380, 0.676585, 0.013921], [5.552447, 1.216024, 1.425584], [4.972301, -0.514338, 1.334353], [6.015434, 1.348428, -1.540215], [5.091046, 2.564525, -0.700395], [4.325936, 1.782200, -2.048390], [8.473642, -0.852643, 1.499711], [7.497951, 0.231460, 2.273246], [-3.099465, 4.396476, -5.336183], [-3.581587, 3.970022, -3.937073], [-5.128802, 4.298113, -3.718013], [-5.588304, 3.784560, -2.511097], [-5.194956, 4.565715, -1.345226], [-3.401981, 2.543728, -3.769301], [-2.166600, 3.898837, -5.601173], [-3.087788, 5.486190, -5.358216], [-3.816341, 4.189889, -6.130856], [-2.979466, 4.351656, -3.112513], [-5.766264, 3.783317, -4.436853], [-5.237447, 5.372401, -3.866974], [-4.127129, 4.513767, -1.132748], [-5.685644, 4.243129, -0.426926], [-5.478597, 5.614353, -1.434747], [-2.462137, 2.369144, -3.443226], [-3.986159, 2.402810, -2.957535], [3.559265, 1.762224, 5.600457], [3.199390, 0.460426, 4.865677], [3.697144, -0.790399, 5.634895], [5.148419, -0.916453, 5.696897], [5.764630, -1.282306, 4.443943], [1.810306, 0.442606, 4.598833], [4.604994, 1.857508, 5.892844], [3.043271, 1.811539, 6.559321], [3.327595, 2.688398, 5.074488], [3.629630, 0.485860, 3.864504], [3.258894, -1.689237, 5.201151], [3.340832, -0.763122, 6.664646], [5.402217, -2.267153, 4.149264], [6.844758, -1.392529, 4.540233], [5.451270, -0.571110, 3.679678], [1.595792, 1.401400, 4.364724], [1.421425, 0.246340, 5.510065], [-0.902260, -3.099709, -5.540171], [-1.158311, -2.067048, -4.430945], [-2.263132, -1.045035, -4.812932], [-2.104865, -0.545921, -6.180208], [-1.089163, 0.431081, -6.515209], [-1.629423, -2.759294, -3.235274], [-1.762605, -3.732414, -5.758301], [-0.008765, -3.686694, -5.327547], [-0.623353, -2.593632, -6.464401], [-0.192415, -1.596921, -4.246221], [-2.356138, -0.133684, -4.222260], [-3.241025, -1.516358, -4.714557], [-1.319274, 1.384454, -6.039563], [-1.067260, 0.552537, -7.598200], [-0.135852, 0.105031, -6.099277], [-1.875778, -1.986389, -2.633580], [-0.871356, -3.180261, -2.717370], [1.872690, -1.178184, -2.580161], [1.731750, -1.201507, -1.060148], [2.680582, -2.077882, -0.290421], [2.320988, -2.280271, 1.042867], [3.224239, -3.096877, 1.641777], [1.699792, 0.153137, -0.546162], [1.297260, -0.364504, -3.021651], [1.704547, -2.152226, -3.039576], [2.872016, -0.875402, -2.892815], [0.793714, -1.703413, -0.822879], [3.725811, -1.805365, -0.436528], [2.620891, -3.077883, -0.719979], [4.207348, -2.627297, 1.674544], [3.293202, -3.985840, 1.014809], [2.971440, -3.481540, 2.629818], [2.677697, 0.196004, -0.297259], [1.722424, 0.846697, -1.280034], [-5.896303, 1.026965, -0.104109], [-5.915753, -0.022303, 0.972341], [-7.360487, -0.566572, 1.206140], [-8.240582, 0.506459, 1.589960], [-7.993890, 1.096962, 2.857218], [-5.026012, -1.098555, 0.612746], [-6.173235, 0.594028, -1.065350], [-4.921237, 1.466601, -0.314027], [-6.639374, 1.802213, 0.082828], [-5.628205, 0.559918, 1.847802], [-7.411789, -1.402789, 1.903435], [-7.728572, -0.946748, 0.253210], [-7.077679, 1.687394, 2.849639], [-7.992891, 0.280647, 3.579521], [-8.921131, 1.612000, 3.108335], [-4.143347, -0.688095, 0.343418], [-5.440049, -1.577898, -0.173961], [-0.917274, -4.840784, 2.135567], [-0.851876, -4.084298, 0.837628], [0.015771, -4.911578, -0.165771], [0.207254, -4.273315, -1.489290], [1.161461, -4.959982, -2.309495], [-2.133893, -3.736883, 0.354832], [-1.389888, -5.810905, 1.981976], [-1.527712, -4.321636, 2.874457], [0.031397, -5.083463, 2.614338], [-0.288002, -3.156910, 0.938101], [-0.410740, -5.899468, -0.339734], [0.998778, -5.003032, 0.296217], [1.485119, -4.391788, -3.181559], [0.776659, -5.922103, -2.647645], [2.041365, -5.177586, -1.704090], [-2.065664, -3.005458, -0.338308], [-2.555108, -4.471441, -0.195717], [-0.385642, -1.781367, 3.874963], [-0.716213, -0.852009, 2.713893], [-1.449897, 0.428979, 3.211362], [-1.466990, 1.215379, 2.062782], [-2.594327, 2.160326, 2.061493], [0.545429, -0.431422, 2.094821], [0.347190, -2.520684, 3.551756], [-1.215911, -2.402241, 4.211501], [0.144278, -1.343608, 4.720932], [-1.296841, -1.297453, 1.906078], [-0.949393, 0.859355, 4.078753], [-2.475924, 0.206678, 3.504542], [-2.643821, 2.595062, 1.063162], [-2.417373, 2.963917, 2.776350], [-3.545299, 1.712760, 2.350357], [1.081765, -0.093388, 2.881068], [1.115191, -1.256950, 1.976671]], "forces_ev_per_a": [[-0.8, -1.6, -0.6], [0.8, 0.2, 0.2], [-0.6, 1.1, -1.3], [0.2, -1.4, 0.4], [-0.2, 0.3, -0.5], [0.0, 0.0, 1.5], [-3.1, 1.7, 2.1], [0.9, -0.4, -1.5], [2.2, -2.9, -1.6], [2.6, 3.1, 3.1], [-4.4, 2.8, -3.8], [3.5, -1.3, -0.2], [-0.1, -1.4, 0.4], [-3.0, 0.8, 0.2], [1.6, 0.4, -0.1], [-0.3, 0.1, 0.2], [1.0, -1.1, 1.1], [-0.5, 1.7, 0.5], [-0.1, -1.6, -1.7], [0.9, -0.7, -0.1], [-1.1, 0.0, -2.1], [1.1, 0.2, 1.6], [-0.7, 0.6, -0.2], [0.0, 0.0, 0.3], [-0.2, 0.2, 0.0], [0.1, 0.0, 0.2], [0.5, -0.1, -0.3], [0.0, 0.0, 0.6], [-0.2, 0.3, 0.4], [-0.2, 0.0, -0.5], [0.1, 0.2, 0.0], [-0.2, -0.8, 0.2], [0.2, 0.1, 0.2], [0.5, -0.1, 0.7], [-0.8, 0.6, 0.6], [-0.8, -0.2, -0.8], [1.9, -0.5, -0.8], [-0.1, 0.9, 2.3], [-0.1, -0.2, -0.3], [-0.7, -0.7, 0.0], [0.1, 0.4, 0.1], [0.8, 0.2, -0.1], [-0.2, -0.6, 0.2], [-0.1, 1.4, -0.2], [0.4, 0.0, -0.5], [-0.3, 0.3, 0.4], [0.2, -0.1, -0.3], [-0.3, -0.6, -0.4], [0.0, 0.1, -0.5], [0.2, -0.1, 0.0], [-0.1, -1.0, 0.3], [0.8, 0.0, 0.7], [2.4, 0.7, 0.0], [0.9, 0.2, -0.6], [-0.7, 0.2, -0.3], [-1.2, -0.1, 0.6], [-1.0, -0.6, 0.7], [0.2, -0.3, -0.3], [-0.4, -0.1, 0.1], [-0.3, -0.2, -0.4], [0.7, -0.1, 0.0], [0.0, -0.2, -0.3], [0.2, 0.2, 0.2], [-0.2, -0.2, -0.2], [-0.2, 0.5, 0.2], [0.5, 0.0, -0.1], [-0.6, 0.1, -0.1], [-1.0, 0.2, 0.1], [0.3, 0.8, -0.4], [-0.4, -0.6, -0.7], [1.1, 1.1, -1.4], [-0.3, -0.4, -0.4], [-0.9, -0.9, 1.6], [-0.2, 0.7, 0.3], [0.0, 0.0, 0.2], [-0.2, -0.4, 0.4], [-0.2, 0.2, -0.1], [0.0, 0.5, -0.1], [0.5, -0.2, 0.8], [0.0, -0.2, -0.5], [-0.2, 0.2, 0.0], [0.0, -0.2, 0.2], [0.4, 0.0, -0.3], [-0.5, 0.1, 0.6], [0.2, -0.4, -0.2], [1.1, -0.1, 0.0], [-1.9, -1.0, -0.6], [0.5, -1.0, -1.6], [-1.4, 1.9, 0.4], [1.5, -1.7, 0.2], [1.0, 0.4, 0.2], [-0.7, -0.4, 0.1], [-0.4, 0.2, 0.0], [0.6, -0.2, 0.3], [-0.6, 0.3, -0.3], [0.3, 0.5, 0.5], [-0.1, -0.2, -0.6], [0.3, 0.0, 0.2], [0.5, -0.5, 0.0], [-0.5, 0.6, 0.1], [0.5, 1.1, 1.2], [-0.5, -0.1, -0.7], [-0.9, 0.5, -1.1], [-0.9, 0.3, -0.3], [0.6, 1.4, -0.1], [0.1, -0.5, -0.6], [-0.8, -1.4, -0.5], [0.0, -0.3, 1.2], [-0.2, -0.2, -0.2], [0.2, 0.0, 0.5], [0.1, 0.3, 0.1], [0.5, -0.8, 0.6], [0.3, 0.1, 0.4], [-0.2, 0.1, -0.1], [-0.2, 0.2, 0.4], [0.7, 0.0, 0.4], [0.4, 0.7, -0.2], [0.2, -0.3, -0.3], [0.3, -0.1, -0.3], [-0.3, -0.6, 0.7], [1.8, -0.3, -1.4], [0.3, 0.7, -0.9], [0.1, -0.2, 1.0], [-0.2, -0.4, 1.0], [-1.3, 0.4, -0.7], [-0.2, -0.1, -0.1], [0.0, 0.1, -0.2], [0.3, 0.3, -0.2], [0.1, 0.2, 0.4], [-0.1, -0.2, 0.1], [0.3, -0.3, 0.0], [-0.4, 0.3, 0.2], [-0.2, -0.1, -0.1], [0.3, 0.0, 0.0], [0.1, 0.5, 0.1], [-0.2, -0.6, 0.3], [0.0, -1.3, -0.1], [-0.2, 0.4, 1.5], [0.3, -2.0, -0.5], [-2.0, 2.1, 0.4], [0.9, 0.3, -0.3], [0.1, -0.1, 0.6], [0.1, -0.2, -0.4], [-0.2, 0.4, 0.1], [-0.6, 0.5, -0.1], [-0.4, -0.3, 0.4], [0.3, 0.4, -0.1], [-0.1, -0.3, 0.0], [0.0, -0.2, 0.0], [0.3, 0.0, 0.1], [0.2, -0.6, -0.3], [0.3, 1.2, 0.5], [-0.2, -0.5, -1.1]], "lowdin_charge": [0.490, 0.218, -0.644, 0.169, 0.169, 0.102, 0.774, -0.318, -0.286, -0.366, 0.614, -0.312, -0.289, -0.626, 0.155, 0.081, 0.114, -0.021, -0.395, -0.218, -0.235, -0.037, 0.038, 0.066, 0.065, 0.059, 0.118, 0.120, 0.108, 0.082, 0.080, 0.089, 0.077, 0.073, -0.059, -0.417, -0.201, -0.197, -0.068, 0.051, 0.062, 0.070, 0.072, 0.113, 0.129, 0.118, 0.069, 0.074, 0.085, 0.029, 0.049, -0.040, -0.440, -0.151, -0.190, -0.092, 0.035, 0.079, 0.083, 0.074, 0.120, 0.113, 0.127, 0.077, 0.087, 0.047, 0.049, 0.092, -0.053, -0.434, -0.145, -0.227, -0.081, 0.052, 0.083, 0.059, 0.067, 0.092, 0.085, 0.127, 0.062, 0.086, 0.071, -0.038, 0.024, -0.010, -0.386, -0.188, -0.199, -0.117, 0.034, 0.077, 0.069, 0.086, 0.112, 0.121, 0.117, 0.080, 0.091, 0.101, 0.071, 0.058, -0.077, -0.464, -0.164, -0.212, -0.104, 0.043, 0.089, 0.048, 0.077, 0.102, 0.117, 0.123, 0.078, 0.085, 0.089, -0.057, 0.074, -0.065, -0.462, -0.127, -0.246, -0.100, 0.075, 0.083, 0.069, 0.077, 0.111, 0.127, 0.105, 0.075, 0.090, 0.074, 0.033, 0.088, -0.042, -0.351, -0.169, -0.347, -0.021, 0.015, 0.067, 0.082, 0.059, 0.117, 0.126, 0.136, 0.070, 0.101, 0.083, 0.046, 0.060], "spin_multiplicity": 5, "homo_energy_ev": [-8.379, -8.377], "fmax_ev_per_a": 6.46, "orbital_gap_ha": [0.312, 0.310], "e_above_lowest_kj_mol": 91.6}